Entry 1:
The following is a quantum chemistry calculation of a gas-phase ion, C6H8N (charge +1), from the Open Molecules 2025 dataset.

```
15
C6H8N | the Open Molecules 2025 dataset | ωB97M-V with the def2-TZVPD basis set
C 0.53471 -0.08997 -0.52262
C -0.37228 0.52117 0.05836
C 0.95887 -0.40711 -1.87301
C 1.44830 -1.15629 -0.90466
C 2.03820 -2.43473 -0.48140
C -2.39493 1.48087 0.90049
N -1.04831 1.54702 0.43004
H 0.89461 -0.27960 -2.90657
H 3.13482 -2.39916 -0.23525
H 1.87958 -3.09705 -1.24936
H 1.43140 -2.64655 0.47417
H -2.41459 1.83406 2.04804
H -3.06328 2.08853 0.34150
H -2.60308 0.43362 0.84113
H -0.50653 2.35449 0.67124
```

## Properties
Highest occupied orbital energy = -13.86 eV
HOMO-LUMO gap = 9.6 eV
Structure (SMILES) = C[NH+]=C=C1C=C1C
Total charge = +1
E_LUMO = -4.259 eV
Energy relative to the best compared isomer or geometry (same formula, charge and spin) = 490.0 kJ/mol
Calculated total energy = -7830.610 eV

Entry 2:
The following is a quantum chemistry calculation of a molecular structure, C24H28ClN3O5S, from the Open Molecules 2025 dataset.

```
62
C24H28ClN3O5S | the Open Molecules 2025 dataset | ωB97M-V with the def2-TZVPD basis set
C -2.57765 -4.44625 1.17548
C -1.75393 -3.15126 1.14198
C -2.28923 -1.91945 0.52205
C -1.75922 -0.81979 0.55477
C -0.56159 -0.83832 1.07061
C -0.07972 -1.87199 1.88000
C -0.76901 -3.12728 1.95379
H -0.25135 -3.83895 2.13970
H 0.87643 -1.67033 2.23256
N 0.16123 0.49681 1.28568
C -0.20973 1.89887 0.67038
O -1.22242 1.97135 -0.16792
C 0.84799 2.68256 0.76839
C 1.16396 3.58839 -0.44301
C 2.05914 2.56949 -1.40436
H 1.48714 1.61136 -1.35889
H 2.36424 2.88631 -2.17654
C 3.31464 2.24523 -0.40962
N 3.12094 1.82935 0.72722
C 3.24704 0.50560 1.29180
O 2.69292 -0.04085 2.07089
C 4.13138 -0.23618 0.52322
C 3.84249 -1.44507 -0.09071
C 4.67880 -2.30147 -0.66934
C 6.04788 -1.75038 -1.24660
C 6.55449 -0.68701 -0.48485
C 5.57867 -0.10143 0.20631
H 5.93055 1.18303 0.60189
H 7.41586 -0.43109 -0.48412
Cl 7.20746 -2.94569 -1.79702
H 4.44140 -3.18871 -1.30206
H 2.79907 -1.91472 -0.12821
C 2.17560 2.59835 1.61511
H 2.64128 3.38192 1.74443
H 1.96155 2.01254 2.56751
H 3.94041 3.43740 -0.28665
H 4.01697 1.61942 -1.21944
H 1.61925 4.49103 -0.06330
H 0.19389 3.69857 -1.00921
H 0.15414 3.71862 1.58140
H 1.06161 0.37683 1.99679
H -2.41286 0.13250 0.34496
S -4.12416 -2.18246 -0.27288
O -5.08675 -2.60411 0.69231
O -3.95698 -2.95486 -1.50109
N -4.12737 -0.65617 -0.86659
C -5.22045 0.11720 -0.19733
H -5.22398 -0.18405 0.85358
C -4.88841 1.78781 -0.54183
H -5.83498 2.42124 -0.02259
O -4.73004 2.03939 -1.85508
C -3.71508 1.23939 -2.42983
H -3.48952 1.55075 -3.52659
C -4.01348 -0.37640 -2.15442
H -3.15223 -0.98955 -2.50132
H -4.94706 -0.41529 -2.62191
H -2.80704 1.34214 -1.94612
H -4.05823 1.91288 0.15032
H -6.25318 0.13736 -0.68370
H -1.92017 -5.23953 1.88962
H -2.73296 -4.80281 -0.03372
H -3.55961 -4.35219 1.64416
```

## Properties
Highest occupied orbital energy = -8.22 eV
HOMO-LUMO gap = 7.4 eV
Total charge = 0
E_LUMO = -0.798 eV
Energy relative to the best compared isomer or geometry (same formula, charge and spin) = 2188.5 kJ/mol
Calculated total energy = -63386.295 eV

Entry 3:
The following is a quantum chemistry calculation of a gas-phase ion, C13H26N3O2 (charge +1), from the Open Molecules 2025 dataset.

```
44
C13H26N3O2 | the Open Molecules 2025 dataset | ωB97M-V with the def2-TZVPD basis set
C 1.61919 -3.46532 -0.36790
C 0.07102 -3.61503 0.14865
C -0.90178 -3.72071 -1.20545
C -0.48359 -2.37671 1.06643
N 0.52934 -1.29828 1.37762
C 1.78139 -1.28064 2.22936
N 2.48955 0.08512 2.27490
N 1.68367 0.90921 1.49434
C 2.14017 2.34865 1.41355
C 2.31934 2.94046 -0.10435
C 3.20866 1.98662 -1.10536
O 2.41197 0.87309 -1.64446
C 0.49869 0.17235 0.91063
C -0.60520 0.95021 -0.02906
C -2.17464 0.70823 0.43735
C -3.12911 2.03569 0.30557
C -4.16160 1.91448 -0.98447
O -3.53028 2.45689 -2.20197
H 1.90357 -2.41372 -0.79624
H 1.79172 -4.34475 -1.15590
H 2.30812 -3.76294 0.56057
H -0.14592 -4.61660 0.75199
H -0.33974 -4.35898 -2.02105
H -0.97430 -2.61663 -1.63099
H -1.97502 -4.12811 -0.96142
H -1.47482 -1.99001 0.55864
H -0.82812 -2.83799 2.11251
H 2.20828 -2.21655 2.83496
H 3.12089 2.55029 2.06286
H 1.29283 2.99969 1.94535
H 1.29086 3.26421 -0.61547
H 2.92964 3.96064 0.00392
H 3.52884 2.66150 -2.01662
H 4.19050 1.65409 -0.54234
H 1.84800 1.22724 -2.40357
H -0.41323 2.11909 0.11728
H -0.42689 0.74610 -1.18780
H -2.64652 -0.11565 -0.28451
H -2.18924 0.27008 1.54543
H -3.80192 2.11526 1.27942
H -2.53734 3.04244 0.16862
H -5.16288 2.53919 -0.82776
H -4.52122 0.79195 -1.13922
H -2.74287 1.83584 -2.37403
```

## Properties
Highest occupied orbital energy = -12.94 eV
HOMO-LUMO gap = 9.3 eV
Structure (SMILES) = CC(C)Cn1cn[n+](CCCO)c1CCCCO
Total charge = +1
E_LUMO = -3.646 eV
Energy relative to the best compared isomer or geometry (same formula, charge and spin) = 484.1 kJ/mol
Calculated total energy = -22452.623 eV

Entry 4:
The following is a quantum chemistry calculation of a molecular structure, C11H15MnNP, from the Open Molecules 2025 dataset.

```
29
C11H15MnNP | the Open Molecules 2025 dataset | ωB97M-V with the def2-TZVPD basis set
C 0.18404 -0.28776 -2.44322
C -0.97609 -1.11384 -2.60136
C -0.70901 -2.33683 -1.91639
C 0.68218 -2.40155 -1.61824
C 1.21104 -1.08601 -1.79809
Mn 0.86764 1.16299 1.35439
P -0.33932 3.02631 0.43115
H 0.28036 0.75303 -2.73351
H -1.90507 -0.83909 -3.09998
H -1.43967 -3.12118 -1.74592
H 2.20418 -0.74675 -1.49585
H 1.21664 -3.25545 -1.20902
H -1.72024 3.21554 0.88043
H -0.50060 2.65846 -0.95027
H 0.19044 4.34424 0.18622
C -1.28087 -2.50015 5.93508
C -0.90447 -1.75726 4.68583
C -0.86929 -0.36034 4.68817
C -0.39968 0.33199 3.59208
N 0.04392 -0.33301 2.47995
C -0.04050 -1.69171 2.43684
C -0.54730 -2.42023 3.50751
H -0.57946 -2.30740 6.75508
H -2.26542 -2.21145 6.31569
H -1.29397 -3.58090 5.78017
H -1.17379 0.16869 5.58726
H -0.35786 1.42273 3.53370
H 0.32913 -2.18074 1.53699
H -0.62775 -3.50903 3.43560
```

## Properties
Highest occupied orbital energy (alpha / beta) = -1.32 / -2.09 eV
HOMO-LUMO gap (alpha / beta) = 4.0 / 4.7 eV
Total charge = -1
E_LUMO (alpha / beta) = 2.657 / 2.617 eV
Calculated total energy = -53744.890 eV
2S+1 = 6

Entry 5:
The following is a quantum chemistry calculation of 3 unconnected molecules or ions with the total composition C5H8O2, from the Open Molecules 2025 dataset.

```
15
C5H8O2 | the Open Molecules 2025 dataset | ωB97M-V with the def2-TZVPD basis set
C 1.70484 -0.94741 -0.30301
C 0.57476 -1.24253 0.29848
C -0.10407 1.75307 0.56827
C 0.31685 1.33050 1.75775
O -0.43597 -1.58451 0.77631
C -1.70083 -0.94377 -1.65765
O -2.39412 0.02288 -1.46943
H 2.06256 0.07122 -0.32875
H -0.62575 -0.85554 -1.90966
H 2.25266 -1.75511 -0.77089
H 0.55102 2.30974 -0.09970
H -1.10715 1.54464 0.20034
H 1.33011 1.51391 2.11104
H -0.33310 0.76063 2.41838
H -2.09180 -1.97772 -1.59148
```

## Properties
Highest occupied orbital energy = -9.44 eV
HOMO-LUMO gap = 10.3 eV
Structure (SMILES) = C=C=O.C=C.C=O
Total charge = 0
E_LUMO = 0.884 eV
Energy relative to the best compared isomer or geometry (same formula, charge and spin) = 299.1 kJ/mol
Calculated total energy = -9406.733 eV

Entry 6:
The following is a quantum chemistry calculation of a molecular structure, C20H39NO3PPdSi2Te, from the Open Molecules 2025 dataset.

```
68
C20H39NO3PPdSi2Te | the Open Molecules 2025 dataset | ωB97M-V with the def2-TZVPD basis set
Pd -0.66336 -0.50228 0.59838
C -3.89235 0.49838 0.65872
P -2.65883 -0.32223 -0.38524
C -2.61636 0.81666 -1.81090
C -3.36374 -1.77963 -1.20422
H -4.66862 0.89282 0.00044
H -3.42346 1.32760 1.19043
H -4.32536 -0.19018 1.37798
H -3.62432 0.91534 -2.21393
H -1.97438 0.41102 -2.59235
H -2.27412 1.81635 -1.53638
H -4.04032 -1.42003 -1.98077
H -3.89582 -2.40852 -0.50210
H -2.57011 -2.36105 -1.66962
O -3.45336 -2.14999 1.88735
C -2.37020 -2.63322 2.13880
N -1.16640 -2.20371 1.59362
C -0.14056 -2.85948 2.24926
O 1.04961 -2.59857 2.12532
C -0.71883 -3.89295 3.14111
C -0.11505 -4.82886 3.95572
C -0.96081 -5.63381 4.71250
C -2.34512 -5.48843 4.65293
C -2.94015 -4.53364 3.83362
C -2.09128 -3.74887 3.08107
H 0.95869 -4.93392 3.99884
H -0.53827 -6.38429 5.36262
H -2.96776 -6.12937 5.25857
H -4.01087 -4.41215 3.78680
C -1.50928 4.17527 -3.33273
Si 0.28912 3.86917 -2.90213
C 1.39185 3.98543 -4.40637
C 0.85673 5.07032 -1.58642
C 0.44126 2.07581 -2.28212
Te 0.28644 1.78569 -0.17370
C 2.38598 1.50782 0.02374
Si 3.31627 0.05552 -0.79188
C 2.29849 -1.51629 -0.80907
C 4.86823 -0.17273 0.22588
C 3.75909 0.50920 -2.56164
H -1.61806 5.07819 -3.92744
H -2.11438 4.30879 -2.43634
H -1.93053 3.35234 -3.90746
H 1.39481 4.99202 -4.81651
H 1.07543 3.30918 -5.19804
H 2.41959 3.73357 -4.14478
H 0.73229 6.09020 -1.94198
H 1.91127 4.94186 -1.34886
H 0.29005 4.97976 -0.65906
H 1.41315 1.66958 -2.54365
H -0.30116 1.44518 -2.76835
H 2.54630 1.51353 1.09923
H 2.78177 2.44537 -0.37485
H 2.38416 -2.08987 0.11058
H 2.63224 -2.15548 -1.62645
H 1.22644 -1.32815 -1.00549
H 4.64791 -0.66156 1.17250
H 5.34287 0.78171 0.44686
H 5.59537 -0.78281 -0.30047
H 2.94315 0.31245 -3.25618
H 4.60176 -0.09747 -2.88610
H 4.05630 1.55135 -2.67143
C 0.82595 0.20816 3.61620
O 0.97595 -0.04349 2.21503
H 0.83852 1.28701 3.75903
H 1.65893 -0.24345 4.15632
H -0.11929 -0.19549 3.98634
H 1.20653 -1.01070 2.13925
```

## Properties
Highest occupied orbital energy = -11.78 eV
HOMO-LUMO gap = 8.2 eV
Total charge = +1
E_LUMO = -3.608 eV
Energy relative to the best compared isomer or geometry (same formula, charge and spin) = 75.6 kJ/mol
Calculated total energy = -64820.760 eV

Entry 7:
The following is a quantum chemistry calculation of 2 unconnected molecules or ions with the total composition C4H8O2, from the Open Molecules 2025 dataset.

```
14
C4H8O2 | the Open Molecules 2025 dataset | ωB97M-V with the def2-TZVPD basis set
C -2.01902 -0.01657 -0.11509
C -0.69246 0.56463 0.36981
C 0.47220 0.20754 -0.53929
O 1.63482 0.85147 -0.04561
C 3.21417 -1.26826 0.73043
O 2.47139 -1.96561 1.23289
H -1.99502 -1.11255 -0.14602
H -2.83527 0.27649 0.55239
H -2.27113 0.33958 -1.12131
H -0.46725 0.20718 1.38189
H -0.75850 1.65737 0.43282
H 0.60669 -0.88636 -0.55662
H 0.25268 0.52719 -1.57037
H 2.38670 0.61790 -0.60590
```

## Properties
Highest occupied orbital energy = -10.40 eV
HOMO-LUMO gap = 11.5 eV
Total charge = 0
E_LUMO = 1.089 eV
Energy relative to the best compared isomer or geometry (same formula, charge and spin) = 111.8 kJ/mol
Calculated total energy = -8372.123 eV

Entry 8:
The following is a quantum chemistry calculation of C6H10O in the gas phase, from the Open Molecules 2025 dataset.

```
17
C6H10O | the Open Molecules 2025 dataset | ωB97M-V with the def2-TZVPD basis set
C -1.42937 1.98761 0.57188
C -0.47279 1.54658 -0.60845
C -0.58875 1.99162 -1.85092
C 1.26609 -1.78908 0.48255
O 0.76127 -2.76689 1.35539
C 0.07449 -0.85537 0.13816
C 0.37747 0.37404 -0.32378
H -1.36863 1.08817 1.17827
H -2.49079 1.94673 0.22348
H -1.18994 2.90213 1.07621
H -1.11618 2.84497 -2.16800
H -0.15681 1.69014 -2.75070
H 2.05573 -1.27990 1.05579
H 1.87518 -2.32858 -0.31388
H 0.47019 -3.54877 0.77192
H -0.91749 -1.21859 0.26927
H 1.38574 0.50649 -0.64216
```

## Properties
Highest occupied orbital energy = -8.87 eV
HOMO-LUMO gap = 9.8 eV
Structure (SMILES) = C=C(C)/C=C/CO
Total charge = 0
E_LUMO = 0.922 eV
Energy relative to the best compared isomer or geometry (same formula, charge and spin) = 222.9 kJ/mol
Calculated total energy = -8428.931 eV